Density functional theory data (wB97M-V/def2-TZVPD) for a 10-piece molecular cluster, C22H64O10 overall at a distorted geometry.

```
! RIJCOSX wB97M-V def2-TZVPD def2/J DEFGRID3
* xyz 0 1
C -1.07208 3.18128 3.21437
O -1.84355 2.15839 3.70409
H -0.25263 2.79757 2.61635
H -0.70062 3.87600 4.00104
H -1.73006 3.78372 2.57758
H -2.64876 2.57944 4.06535
C -0.15647 0.86986 -0.28280
O -1.17627 0.58623 0.72445
H -0.55647 0.88889 -1.27125
H 0.58908 0.12304 -0.25946
H 0.34256 1.82889 -0.15283
H -0.75939 0.31197 1.51786
C 1.05781 -0.09889 4.13674
O 0.02750 0.19289 3.18763
H 1.17879 0.63371 4.98263
H 1.96210 -0.31445 3.61464
H 0.72349 -0.96731 4.62532
H -0.58998 0.87810 3.43064
C 2.33944 1.91991 -2.50828
O 2.80768 0.66070 -1.92412
H 3.09889 2.30187 -3.18489
H 2.35306 2.66928 -1.71998
H 1.34738 1.89373 -2.95586
H 3.71797 0.75508 -1.72064
C 4.57199 3.14295 0.13304
C 4.24480 2.55499 1.44276
C 2.76512 2.08217 1.24989
O 4.83036 1.48771 1.72913
H 3.95238 4.02751 -0.05702
H 4.42130 2.35899 -0.62118
H 5.64591 3.38718 0.08184
H 4.43078 3.25255 2.28759
H 2.13157 2.93421 0.92454
H 2.38356 1.79851 2.26975
H 2.65046 1.23442 0.54307
H 5.77287 1.69090 1.72657
C -1.65272 -3.76645 1.19221
C -1.38245 -2.55968 2.08405
C -2.64454 -1.75617 2.37864
O -0.87879 -2.70995 3.21395
H -0.60316 -4.06962 0.92024
H -2.14133 -3.45672 0.25703
H -2.29400 -4.58759 1.61466
H -0.65986 -1.86905 1.55614
H -3.18705 -1.60198 1.44973
H -2.47694 -0.75388 2.85612
H -3.23974 -2.35293 3.04929
H 0.01965 -2.72002 3.05378
C 3.44123 -1.43077 1.22024
C 1.98596 -1.91209 1.17082
C 1.64942 -2.30317 -0.25609
O 1.76096 -2.85700 1.89399
H 3.71828 -0.78559 0.45773
H 4.13309 -2.19942 1.13055
H 3.64437 -0.90837 2.15286
H 1.28810 -1.06130 1.45523
H 0.58814 -2.39251 -0.39055
H 2.08419 -3.19700 -0.64774
H 1.92393 -1.46851 -0.92262
H 2.29981 -3.62940 1.60694
C 0.26052 -2.72984 -4.13416
C 1.25243 -1.67864 -3.68701
C 2.16424 -1.15185 -4.83652
O 0.73384 -0.69698 -3.08970
H -0.60039 -2.21652 -4.49273
H 0.00772 -3.27577 -3.24857
H 0.78140 -3.46454 -4.80391
H 1.90348 -2.17231 -2.92909
H 1.55665 -0.51112 -5.43593
H 2.46684 -1.93727 -5.52624
H 2.92841 -0.51024 -4.53393
H 1.39731 -0.26345 -2.59619
C -2.53696 -2.85573 -2.16300
C -2.55041 -1.31256 -2.13370
C -3.25824 -0.67333 -3.35798
O -2.88816 -0.69986 -1.07744
H -2.53708 -3.22206 -3.19851
H -3.42606 -3.21254 -1.71594
H -1.65036 -3.14496 -1.62250
H -1.50826 -0.95661 -2.18775
H -4.33227 -0.70937 -3.25429
H -2.93026 -1.26426 -4.22283
H -2.85904 0.32153 -3.48307
H -2.09216 -0.40483 -0.59389
C -2.87125 3.05097 -0.38288
C -3.90395 2.28649 0.39450
C -5.06394 3.02553 1.07932
O -4.50434 1.39799 -0.25738
H -2.30510 2.34156 -1.02390
H -2.18006 3.61298 0.24731
H -3.36085 3.80373 -1.00018
H -3.33255 1.87583 1.21021
H -5.80349 3.41635 0.42112
H -4.71590 3.80437 1.81561
H -5.60267 2.31479 1.65647
H -3.87619 0.69974 -0.46108
*
```

Calculated values
**Structure (SMILES)**: CC(C)O.CC(C)O.CC(C)O.CC(C)O.CC(C)O.CC(C)O.CO.CO.CO.CO
**Total energy**: -44318.4546 eV
**Energy relative to the best compared isomer or geometry (same formula, charge and spin)**: 7.130 eV
**HOMO level**: -8.9 eV

---

Density functional theory data (wB97M-V/def2-TZVPD) for C22H65BMnN3O11 as an isolated structure at a distorted geometry.

```
! RIJCOSX wB97M-V def2-TZVPD def2/J DEFGRID3
* xyz -1 6
Mn -0.15346 0.90989 1.61021
C -3.24514 -1.91695 3.10181
C -1.83660 -1.75689 2.51424
O -1.24446 -0.57961 2.93948
H -3.25372 -1.62413 4.15500
H -3.55477 -2.96939 3.01569
H -4.02002 -1.33074 2.60162
H -2.02382 -1.60754 1.43202
H -1.14414 -2.59267 2.69016
C 3.46284 1.62341 1.87687
C 2.91187 0.73539 3.01286
O 1.54907 0.50166 2.97448
H 4.47054 1.98379 2.13503
H 2.92557 2.57908 1.85482
H 3.47640 1.19416 0.87416
H 3.15525 1.29800 3.92956
H 3.41221 -0.24010 2.98466
B 0.53292 -0.40516 -0.20595
H 1.10050 -1.37456 0.07630
H -0.49466 -0.47899 0.28058
H 1.10263 0.51389 0.15671
H 0.44417 -0.33353 -1.35968
C -0.89864 2.21460 -5.01026
C -0.75886 0.93102 -4.20769
O -0.38897 1.30107 -2.89864
O -1.28802 1.86307 -6.34451
H 0.02161 2.79852 -4.95353
H -1.73671 2.74086 -4.53546
H 0.03074 0.34496 -4.69778
H -1.66255 0.31955 -4.28393
H -0.18648 0.50323 -2.35669
H -1.65285 2.67728 -6.70513
C 4.01213 -2.93200 1.39600
C 2.85864 -3.85891 1.75202
O 2.94810 -4.27920 3.11338
O 5.21441 -3.75264 1.33402
H 4.16761 -2.24298 2.22947
H 3.91709 -2.34022 0.48622
H 2.62835 -4.62587 1.00653
H 1.95631 -3.23256 1.77636
H 3.87708 -4.52508 3.23454
H 5.78375 -3.34960 0.67522
C 3.32119 -1.65274 -3.84943
C 2.99506 -2.03992 -2.43557
O 3.51189 -1.04836 -1.51940
O 2.22334 -1.01454 -4.51542
H 3.49649 -2.55377 -4.44538
H 4.21866 -1.03590 -3.90690
H 3.39940 -3.03357 -2.21686
H 1.93491 -2.06901 -2.17868
H 2.74314 -0.70699 -1.04579
H 2.35480 -0.06518 -4.56584
C -3.04561 3.50918 3.92120
C -2.42400 2.30972 3.15999
C -3.00684 2.14527 1.79111
O -2.25757 1.30238 0.90799
C -2.86870 1.31355 -0.35092
N -0.94360 2.52140 3.06536
H -3.24712 4.34163 3.24497
H -2.34072 3.79460 4.69768
H -3.98208 3.18638 4.38047
H -2.49351 1.39581 3.75274
H -3.29858 3.07159 1.28056
H -3.96975 1.63170 1.94384
H -3.00030 2.24333 -0.91851
H -3.76189 0.68218 -0.37010
H -2.22320 0.80615 -1.08002
H -0.85290 3.51679 2.85509
H -0.45312 2.41670 3.94938
C 1.34757 3.95121 -1.67514
C 1.31290 3.49738 -0.18739
C 1.49964 4.68315 0.75376
O 0.42550 5.57524 0.69384
C 0.52077 6.58796 1.67594
N 0.04314 2.83707 0.20179
H 0.52982 4.65912 -1.84954
H 1.18536 3.11970 -2.35366
H 2.27774 4.51188 -1.77613
H 2.13768 2.79400 -0.07661
H 2.50189 5.07899 0.50273
H 1.63778 4.37922 1.80331
H -0.38119 7.19074 1.68256
H 1.41944 7.18879 1.51664
H 0.63596 6.09918 2.65156
H -0.62763 3.59626 0.31210
H -0.18365 2.37671 -0.68491
C -0.66741 -3.78453 -0.67992
C -1.91752 -3.63634 -1.59910
C -2.90250 -4.75618 -1.37232
O -2.44594 -5.93642 -1.98745
C -3.33210 -7.01031 -2.00059
N -2.58712 -2.40319 -1.09908
H -0.20463 -4.76614 -0.82223
H -0.91309 -3.58492 0.35687
H -0.01232 -3.04167 -1.13390
H -1.60649 -3.46968 -2.62778
H -3.92316 -4.47642 -1.68043
H -3.09601 -4.85588 -0.29081
H -3.21925 -7.64341 -1.10944
H -3.07840 -7.65488 -2.84860
H -4.37384 -6.69439 -2.13301
H -2.53559 -2.40361 -0.08273
H -1.91265 -1.66114 -1.29268
*
```

Calculated values
**Total energy**: -82853.9619 eV
**Energy relative to the best compared isomer or geometry (same formula, charge and spin)**: 1.406 eV
**HOMO level (alpha / beta)**: -3.8 / -3.9 eV

---

Density functional theory data (wB97M-V/def2-TZVPD) for C22H65Cu3NO14P as an isolated structure at a distorted geometry.

```
! RIJCOSX wB97M-V def2-TZVPD def2/J DEFGRID3
* xyz 0 1
Cu 15.23604 -9.04292 19.31777
Cu 12.33228 -8.07920 15.07446
Cu 15.69655 -11.09248 15.75349
P 14.15493 -9.12677 16.77398
O 13.79505 -7.58503 16.58479
O 13.91347 -9.81832 15.39374
O 13.38053 -9.78019 17.99010
O 15.62526 -9.28532 17.25052
C 15.58317 -5.64600 12.53892
C 15.20788 -6.61512 13.61654
O 14.53072 -6.00433 14.64686
H 16.25459 -4.90393 12.97094
H 14.68248 -5.15496 12.17050
H 16.03902 -6.29720 11.79311
H 16.07283 -7.04872 14.11848
H 14.56422 -7.43681 13.30248
H 14.27996 -6.60181 15.35518
C 17.27641 -6.25759 17.44506
C 16.10802 -5.66942 18.20253
O 15.19465 -6.72322 18.67125
H 18.02005 -5.52266 17.13686
H 16.75925 -6.82484 16.67120
H 17.83425 -6.94523 18.08072
H 15.49741 -4.91642 17.70429
H 16.39153 -5.21556 19.15212
H 14.73169 -7.02584 17.88660
C 14.69393 -10.73375 10.90121
C 14.91583 -9.87794 12.16335
O 13.71269 -9.82417 12.93862
H 14.53221 -11.79017 11.11554
H 15.55930 -10.67075 10.24147
H 13.76787 -10.44660 10.40315
H 15.36827 -8.90625 11.96535
H 15.53361 -10.41212 12.88523
H 13.94297 -9.90082 13.86742
C 12.12856 -6.76897 21.64508
C 11.82413 -7.77243 20.54517
O 12.96215 -8.53731 20.32699
H 11.14282 -6.41713 21.94943
H 12.79645 -5.97238 21.31723
H 12.53270 -7.36040 22.46664
H 11.52922 -7.29921 19.60858
H 10.97126 -8.36341 20.87898
H 12.73269 -9.16636 19.63908
C 13.24184 -13.68768 14.81158
C 12.88431 -13.22156 16.25040
O 14.00742 -12.43486 16.71233
H 12.30968 -13.94109 14.30665
H 13.88321 -14.56325 14.91216
H 13.72623 -12.92213 14.20545
H 12.78336 -13.99127 17.01555
H 11.97525 -12.62057 16.27312
H 13.68864 -11.69662 17.23670
C 11.47378 -3.91198 18.09662
C 12.43200 -4.92185 17.50841
O 11.94447 -6.22781 17.62701
H 12.14068 -3.19976 18.58250
H 10.80664 -4.31503 18.85858
H 10.98490 -3.23614 17.39496
H 13.36658 -4.82987 18.06175
H 12.56665 -4.67150 16.45613
H 12.57543 -6.88394 17.32212
C 19.25267 -9.66424 14.13959
C 18.39533 -8.95399 15.15283
O 17.15244 -9.54821 15.14146
H 18.94833 -9.70091 13.09358
H 19.44176 -10.71338 14.36688
H 20.20579 -9.13762 14.09121
H 18.33998 -7.96836 14.69070
H 18.81239 -8.87497 16.15678
H 16.68229 -9.13361 15.86854
C 9.13295 -11.58535 18.15665
C 10.49051 -11.01528 18.54617
O 10.89037 -9.91453 17.74214
H 8.93229 -12.51021 18.69744
H 9.00727 -11.90020 17.12072
H 8.32314 -10.95575 18.52533
H 11.30914 -11.73438 18.51730
H 10.37681 -10.66007 19.57038
H 11.84611 -9.82533 17.72813
C 12.68114 -12.25623 21.13933
C 13.71006 -12.73518 20.06569
O 14.38792 -11.53183 19.70243
H 12.18613 -13.16547 21.48042
H 11.97835 -11.51053 20.76770
H 13.29296 -11.79479 21.91448
H 13.19545 -13.26944 19.26703
H 14.45031 -13.42957 20.46310
H 13.82691 -11.10626 19.04992
C 18.74717 -9.64991 19.82011
C 18.07064 -10.94266 20.08459
C 17.17510 -10.90438 21.36946
O 16.33301 -9.69962 21.24153
C 16.07477 -9.15909 22.56217
N 17.32292 -11.23382 18.95902
H 18.01676 -8.87091 19.60156
H 19.37327 -9.59282 18.92969
H 19.36707 -9.43713 20.69105
H 18.77318 -11.77546 20.11606
H 17.73079 -10.82143 22.30350
H 16.53513 -11.78415 21.43681
H 15.37400 -9.80900 23.08624
H 15.56810 -8.20306 22.43032
H 16.81357 -8.96881 23.34068
H 16.45033 -11.60522 19.30651
H 17.00822 -10.36521 18.55089
*
```

Calculated values
**Total energy**: -197230.7621 eV
**Energy relative to the best compared isomer or geometry (same formula, charge and spin)**: 1.445 eV
**HOMO level**: -8.3 eV

---

Density functional theory data (wB97M-V/def2-TZVPD) for a 12-piece molecular cluster, C22H66FO22 overall at a distorted geometry.

```
! RIJCOSX wB97M-V def2-TZVPD def2/J DEFGRID3
* xyz -1 1
F 0.59949 0.53180 -0.01286
C 3.91327 -0.47483 -1.72955
C 4.79895 -0.53250 -0.46194
O 4.09421 -1.24702 0.51850
O 4.55402 0.31084 -2.78607
H 2.96815 0.02834 -1.46211
H 3.63792 -1.49871 -2.05694
H 5.00589 0.50764 -0.17222
H 5.78648 -0.97800 -0.55693
H 3.35894 -0.70123 0.89588
H 3.84961 0.65583 -3.32078
C -3.12028 5.11571 3.91058
C -2.38149 4.05485 3.18816
O -1.00615 4.20506 3.51255
O -3.04394 4.74434 5.27796
H -4.16597 5.26661 3.62618
H -2.47355 5.96828 3.66354
H -2.31015 4.09998 2.10015
H -2.70749 3.06307 3.48203
H -0.55518 3.52794 2.95952
H -2.24169 5.10919 5.64268
C 1.99611 -5.31371 -3.23847
C 2.42152 -3.98650 -2.68058
O 1.97528 -3.02579 -3.62979
O 0.58014 -5.47546 -3.30152
H 2.34058 -6.10482 -2.57316
H 2.46476 -5.45770 -4.21887
H 3.52212 -4.01438 -2.55547
H 1.94046 -3.79167 -1.72794
H 1.69155 -2.19789 -3.23468
H 0.25240 -4.70993 -3.80920
C 1.19576 3.95122 -0.62924
C 2.61787 3.34892 -0.53039
O 2.63877 2.28533 0.42204
O 0.31731 2.97343 -1.11026
H 1.09412 4.80393 -1.26354
H 0.79540 4.29279 0.34083
H 3.36571 4.06569 -0.14498
H 2.88921 2.98894 -1.52278
H 1.88002 1.71121 0.29005
H 0.43200 2.14826 -0.63132
C 2.44699 3.53842 3.83176
C 3.18707 2.32811 4.43211
O 3.86466 1.61383 3.39409
O 1.53741 3.05683 2.82604
H 3.04319 4.31588 3.34561
H 1.85866 3.94693 4.66347
H 2.52710 1.64549 4.93782
H 3.93443 2.66803 5.17848
H 3.19909 1.01791 2.99501
H 2.06738 2.80545 2.05208
C 1.08362 0.31546 -5.57541
C -0.34670 0.89662 -5.75810
O -0.44867 1.66875 -6.93503
O 1.39149 -0.48383 -6.73383
H 1.31962 -0.18509 -4.63192
H 1.72316 1.21277 -5.66549
H -0.61676 1.56449 -4.94812
H -1.08666 0.07477 -5.83594
H -0.15346 1.05890 -7.63467
H 1.53527 -1.33627 -6.31274
C -4.45233 -1.55917 -0.63679
C -5.81225 -1.38300 0.02130
O -6.91246 -1.37926 -0.86826
O -4.34193 -2.72135 -1.37951
H -3.70347 -1.48132 0.16954
H -4.32336 -0.71426 -1.32780
H -5.91538 -0.42966 0.57973
H -5.97449 -2.19645 0.73919
H -6.72152 -2.10310 -1.46336
H -4.13699 -3.48075 -0.82631
C -2.98629 1.83091 -0.58952
C -2.72058 1.38260 0.86170
O -1.45558 1.67194 1.39174
O -2.85961 3.27203 -0.70415
H -3.99162 1.62986 -0.93300
H -2.28430 1.35697 -1.31252
H -2.83604 0.29676 0.88895
H -3.39674 1.93004 1.49200
H -0.70186 1.32259 0.89059
H -1.91254 3.44481 -0.57232
C -2.13472 -3.49571 1.78101
C -2.42521 -2.24305 2.65538
O -1.87271 -2.39576 3.92633
O -2.70850 -4.64003 2.31683
H -1.06200 -3.64690 1.65243
H -2.62549 -3.34120 0.81549
H -3.52651 -2.12848 2.70226
H -1.96864 -1.36888 2.22723
H -2.49047 -2.80375 4.51404
H -2.25901 -4.84242 3.16751
C -0.92974 -2.19493 -1.53458
C -0.66029 -1.10073 -2.58700
O 0.68290 -0.56173 -2.44731
O -1.15011 -1.71039 -0.24717
H -0.14017 -2.95119 -1.54506
H -1.79315 -2.74027 -1.82794
H -1.41660 -0.30753 -2.39012
H -0.81971 -1.57940 -3.55721
H 0.65281 -0.05573 -1.59989
H -0.26905 -1.34667 -0.01078
C 2.22856 -2.26710 3.41189
C 1.27797 -1.33869 2.70678
O 1.96402 -0.29511 1.99192
O 2.90337 -3.19225 2.51054
H 1.63582 -2.94675 4.02559
H 2.99738 -1.74166 4.00438
H 0.57562 -0.86577 3.38473
H 0.70199 -1.94333 1.99009
H 1.35801 0.12981 1.34989
H 3.67392 -2.74706 2.09727
*
```

Calculated values
**Total energy**: -71645.9205 eV
**Energy relative to the best compared isomer or geometry (same formula, charge and spin)**: 0.000 eV
**HOMO level**: -7.4 eV